# C5H12S2

2 unconnected molecules or ions with the total composition C5H12S2 at a distorted geometry (the ωB97M-V functional and the def2-TZVPD basis, the OMol25 dataset).

Total energy   -27049.197 eV
Structure (SMILES)   C/C=C/C.CSS
Kohn-Sham gap   9.2946 eV

Last column: Mulliken charge in e.
Element x y z (Å)
C -0.821 -0.966 1.652  -0.91
C -0.988 -1.289 0.220  -0.05
C -1.988 -0.827 -0.579  -0.03
C -2.483 -1.419 -1.867  -1.10
H -0.577 -1.819 2.265  0.31
H -0.015 -0.222 1.733  0.13
H -1.740 -0.500 2.088  0.30
H -0.223 -1.927 -0.245  0.26
H -2.593 0.002 -0.151  0.25
H -1.911 -2.319 -2.155  0.31
H -2.447 -0.718 -2.705  0.28
H -3.561 -1.726 -1.807  0.28
C 3.539 2.413 0.684  -0.82
S 2.554 0.883 0.708  -0.04
S 1.678 0.858 -1.160  -0.21
H 4.251 2.402 -0.121  0.31
H 3.924 2.507 1.685  0.30
H 2.889 3.271 0.537  0.29
H 0.513 1.397 -0.782  0.16